(i)
The molecule C4H5O2P, computed with ωB97M-V/def2-TZVPD.

Each line ends with the Mulliken charge.
Positions of all 12 atoms, in Å:
P (1.363, -1.553, 0.419)  -0.168
O (0.568, 1.312, 0.964)  -0.492
O (2.892, 0.695, -0.626)  -0.338
C (-0.234, 1.390, 0.051)  0.119
C (-0.390, -1.165, 0.322)  -0.706
C (2.231, -0.089, -0.097)  0.466
C (-0.931, 0.129, -0.303)  -0.622
H (-1.977, 0.227, -0.016)  0.372
H (-0.896, -0.053, -1.364)  0.303
H (-0.805, 2.291, -0.397)  0.294
H (-0.891, -1.937, -0.239)  0.421
H (-0.930, -1.248, 1.284)  0.352

Computed properties:
SMILES: O=C=PCCC=O
LUMO energy (eV): 0.53
HOMO (Eh): -0.2902
2S+1: 1

=====

(ii)
The molecule C4H5O2P, computed with ωB97M-V/def2-TZVPD.

Each line ends with the Mulliken charge.
Positions of all 12 atoms, in Å:
P (-0.571, -0.637, -0.842)  0.268
O (0.877, -1.313, -0.924)  -0.290
O (0.411, 2.286, 1.550)  -0.595
C (0.137, -1.872, 0.165)  -0.261
C (0.183, 1.211, 0.984)  0.562
C (-0.441, 1.206, -0.461)  -0.550
C (0.307, 0.020, 1.677)  -0.485
H (-1.425, 1.745, -0.741)  0.345
H (-0.794, -0.862, -2.126)  0.109
H (1.255, -0.492, 1.888)  0.277
H (-0.132, -2.964, 0.037)  0.250
H (0.192, 1.671, -1.209)  0.371

Computed properties:
LUMO energy (eV): -0.59
HOMO (Eh): -0.3114
2S+1: 1

=====

Stability ranking, top and bottom: (i) is the most stable and (ii) is the least stable.

=====

(i)
A cluster of 2 separate species, CH6N4S in total, computed with ωB97M-V/def2-TZVPD.

Each line ends with the Mulliken charge.
Positions of all 12 atoms, in Å:
S (0.994, 1.894, 1.516)  -0.283
N (0.540, -0.370, 0.603)  -0.668
N (-0.603, -0.254, 0.131)  1.067
N (-2.641, 0.228, -0.513)  -0.335
N (-1.503, -0.484, -0.566)  -0.582
C (1.610, -0.356, -0.432)  -0.719
H (-3.421, -0.311, -0.701)  0.263
H (1.434, 0.513, -1.126)  0.286
H (0.467, 1.877, 2.628)  0.072
H (2.455, -0.200, 0.188)  0.333
H (-2.719, 0.777, 0.322)  0.244
H (1.601, -1.269, -1.069)  0.321

Computed properties:
LUMO energy (alpha / beta) (eV): -0.95 / -0.48
HOMO (alpha / beta) (Eh): -0.2852 / -0.3094
2S+1: 1

=====

(ii)
The molecule CH6N4S, computed with ωB97M-V/def2-TZVPD.

Each line ends with the Mulliken charge.
Positions of all 12 atoms, in Å:
S (-1.271, 1.234, -2.197)  -0.416
N (-0.125, 1.253, 0.176)  0.023
N (0.830, 0.926, 1.155)  -0.694
N (-0.171, -0.845, -0.945)  -0.092
N (-0.002, -1.649, 0.199)  -0.616
C (-0.479, 0.540, -0.894)  0.274
H (-0.675, -1.270, -1.709)  0.238
H (-0.543, 2.154, 0.341)  0.203
H (1.630, 0.436, 0.736)  0.292
H (-0.527, -1.340, 0.950)  0.250
H (0.392, 0.301, 1.806)  0.266
H (0.941, -1.739, 0.382)  0.273

Computed properties:
SMILES: NNC(=S)NN
LUMO energy (eV): 0.53
HOMO (Eh): -0.3059
2S+1: 1

=====

Stability ranking, top and bottom: (ii) is the most stable and (i) is the least stable.

=====

(i)
The ion C2H4IN2 with charge +1, computed with ωB97M-V/def2-TZVPD.

Each line ends with the Mulliken charge.
Positions of all 9 atoms, in Å:
I (0.877, 0.036, -2.565)  0.300
N (0.374, -0.029, 0.509)  -0.240
N (-1.442, -0.290, -0.796)  -0.377
C (1.173, 0.316, 1.428)  -0.114
C (-0.142, 0.044, -0.710)  0.389
H (1.272, -0.212, 2.329)  0.288
H (1.804, 1.296, 1.425)  0.243
H (-1.950, -0.635, 0.006)  0.254
H (-1.967, -0.526, -1.625)  0.256

Computed properties:
SMILES: C=NC(=[NH2+])I
LUMO energy (eV): -5.77
HOMO (Eh): -0.5405
Net charge: +1
2S+1: 1

=====

(ii)
A cluster of 2 separate species, C2H4IN2 in total, computed with ωB97M-V/def2-TZVPD.

Each line ends with the Mulliken charge.
Positions of all 9 atoms, in Å:
I (-2.404, 0.405, -0.117)  0.459
N (-0.356, -1.830, 0.013)  -0.210
N (1.207, 0.492, 0.078)  -0.273
C (0.935, 1.679, 0.020)  0.056
C (-0.663, -0.600, -0.055)  0.072
H (0.639, -2.065, 0.053)  0.298
H (-0.074, 2.112, -0.056)  0.033
H (-1.004, -2.624, 0.033)  0.269
H (1.721, 2.431, 0.030)  0.296

Computed properties:
LUMO energy (alpha / beta) (eV): -5.42 / -5.42
HOMO (alpha / beta) (Eh): -0.5276 / -0.5276
Net charge: +1
2S+1: 1

=====

Stability ranking, top and bottom: (i) is the most stable and (ii) is the least stable.

=====

(i)
A cluster of 2 separate species, C2H3BrN2O in total, computed with ωB97M-V/def2-TZVPD.

Each line ends with the Mulliken charge.
Positions of all 9 atoms, in Å:
Br (-2.708, -0.149, -0.489)  -0.084
O (0.253, 1.370, 0.919)  -0.295
N (1.577, 0.762, -1.009)  -0.200
N (0.883, -0.205, -1.379)  -0.220
C (-1.357, -0.453, 0.879)  -0.711
C (-0.458, 0.481, 0.845)  0.703
H (-1.731, -1.111, 1.626)  0.398
H (1.206, -1.211, -0.975)  0.198
H (2.335, 0.515, -0.419)  0.211

Computed properties:
SMILES: [H]/N=N\[H].O=C=CBr
LUMO energy (eV): -0.22
HOMO (Eh): -0.3368
2S+1: 1

=====

(ii)
A cluster of 2 separate species, C2H3BrN2O in total, computed with ωB97M-V/def2-TZVPD.

Each line ends with the Mulliken charge.
Positions of all 9 atoms, in Å:
Br (-1.824, -0.078, -0.116)  -0.072
O (1.504, 1.993, -0.265)  -0.507
N (0.737, -1.312, 0.502)  -0.160
N (0.054, -1.843, -0.300)  -0.014
C (0.404, 1.439, -0.304)  0.194
C (-0.233, 0.522, 0.557)  -0.252
H (-0.324, 1.541, -1.146)  0.226
H (-0.337, 0.490, 1.671)  0.359
H (0.018, -2.753, -0.600)  0.226

Computed properties:
LUMO energy (alpha / beta) (eV): -0.58 / -0.58
HOMO (alpha / beta) (Eh): -0.3276 / -0.3276
2S+1: 1

=====

Stability ranking, top and bottom: (i) is the most stable and (ii) is the least stable.

=====

(i)
The molecule C11H9NO2, computed with ωB97M-V/def2-TZVPD.

Each line ends with the Mulliken charge.
Positions of all 23 atoms, in Å:
O (3.140, -0.264, 1.214)  -0.579
O (3.100, -1.137, -0.753)  -0.543
N (2.637, -0.447, 0.130)  0.932
C (0.195, 1.973, -1.064)  -0.856
C (1.226, 1.156, -1.257)  -0.393
C (-0.041, -1.972, -0.139)  -0.464
C (-2.419, -1.634, 0.083)  -0.476
C (-1.336, -2.477, -0.075)  -0.721
C (0.126, -0.611, -0.025)  0.712
C (0.648, 1.607, 1.265)  -0.778
C (-2.248, -0.255, 0.203)  -0.940
C (-0.489, 1.681, 0.263)  0.157
C (1.375, 0.181, -0.146)  0.044
C (-0.971, 0.247, 0.154)  0.034
H (-1.273, 2.393, 0.526)  0.584
H (0.796, -2.638, -0.293)  0.476
H (0.461, 1.115, 2.207)  0.323
H (-0.157, 2.728, -1.740)  0.447
H (-3.415, -2.046, 0.123)  0.384
H (-1.492, -3.540, -0.173)  0.392
H (1.360, 2.414, 1.277)  0.322
H (-3.096, 0.402, 0.334)  0.456
H (1.874, 1.124, -2.116)  0.489

Computed properties:
LUMO energy (eV): 0.11
HOMO (Eh): -0.3230
2S+1: 1

=====

(ii)
A structure of composition C11H9NO2, computed with ωB97M-V/def2-TZVPD.

Each line ends with the Mulliken charge.
Positions of all 23 atoms, in Å:
O (-1.396, 1.235, -1.577)  -0.488
O (-0.198, -2.870, 0.378)  -0.715
N (-1.349, -1.061, -0.293)  0.007
C (-2.738, -1.288, -0.182)  -0.927
C (-2.175, 1.824, 1.574)  0.058
C (2.829, 1.100, -0.030)  -0.340
C (-0.845, 0.738, -0.423)  1.260
C (-1.439, 1.333, 0.738)  -0.915
C (0.970, -0.878, -0.077)  0.191
C (2.262, -1.223, 0.288)  -0.498
C (0.615, 0.424, -0.359)  0.246
C (1.541, 1.487, -0.412)  -1.183
C (-0.228, -1.713, 0.007)  0.187
C (3.206, -0.220, 0.333)  -0.555
H (4.257, -0.453, 0.671)  0.322
H (3.670, 1.750, 0.021)  0.387
H (1.377, 2.459, -0.543)  0.572
H (-2.979, -1.710, -1.146)  0.332
H (2.344, -2.205, 0.556)  0.618
H (-2.835, -1.965, 0.783)  0.301
H (-2.795, 2.446, 2.146)  0.474
H (-0.779, 1.047, -2.241)  0.401
H (-3.315, -0.259, -0.212)  0.264

Computed properties:
LUMO energy (eV): 0.44
HOMO (Eh): -0.3296
2S+1: 1

=====

Stability ranking, top and bottom: (ii) is the most stable and (i) is the least stable.

=====

(i)
A cluster of 2 separate species, C5H4NO2 in total, computed with ωB97M-V/def2-TZVPD.

Each line ends with the Mulliken charge.
Positions of all 12 atoms, in Å:
O (1.812, 1.599, 1.769)  -0.651
O (3.087, -0.068, 0.970)  -0.638
N (1.078, 0.399, -2.424)  -0.516
C (-2.472, -0.647, 0.068)  -0.730
C (0.954, -0.030, 0.043)  -0.243
C (1.058, 0.177, -1.315)  0.467
C (-1.213, -0.105, -0.065)  -0.094
C (2.083, 0.636, 1.094)  0.514
H (-1.392, 0.859, -0.498)  0.130
H (0.836, -1.121, 0.341)  0.248
H (-2.694, -1.629, 0.510)  0.244
H (-3.137, -0.069, -0.492)  0.268

Computed properties:
LUMO energy (eV): 3.60
HOMO (Eh): -0.1891
Net charge: -1
2S+1: 1

=====

(ii)
A structure of composition C5H4NO2, computed with ωB97M-V/def2-TZVPD.

Each line ends with the Mulliken charge.
Positions of all 12 atoms, in Å:
O (2.766, -2.056, -0.004)  -0.736
O (-0.815, -2.574, 1.779)  -0.599
N (1.468, -0.253, -0.697)  -0.466
C (0.281, -1.925, -0.395)  -0.455
C (0.029, -0.421, -0.502)  0.167
C (-0.296, -1.830, 0.991)  0.444
C (-0.545, -0.348, 0.880)  -0.802
C (1.661, -1.600, -0.350)  0.420
H (-0.528, 0.077, -1.343)  0.265
H (0.217, 0.396, 1.549)  0.131
H (-1.520, 0.054, 0.972)  0.365
H (2.115, 0.457, -0.207)  0.265

Computed properties:
LUMO energy (eV): 4.21
HOMO (Eh): -0.1173
Net charge: -1
2S+1: 1

=====

(iii)
The ion C5H4NO2 with charge -1, computed with ωB97M-V/def2-TZVPD.

Each line ends with the Mulliken charge.
Positions of all 12 atoms, in Å:
O (3.570, 1.147, 0.907)  -0.703
O (2.332, 1.410, -0.960)  -0.654
N (2.743, -2.828, -0.536)  -0.536
C (1.904, -0.553, 0.399)  0.171
C (-0.850, 0.375, -0.568)  -0.783
C (0.323, -0.376, -0.437)  -0.132
C (2.730, 0.817, 0.046)  0.526
C (2.325, -1.842, -0.107)  0.208
H (-1.300, 1.226, -0.060)  0.294
H (1.523, -0.514, 1.508)  0.278
H (0.334, -1.158, -1.215)  0.111
H (-1.436, -0.200, -1.265)  0.221

Computed properties:
SMILES: C=C[C@@H](C#N)C(=O)[O-]
LUMO energy (eV): 3.90
HOMO (Eh): -0.1736
Net charge: -1
2S+1: 1

=====

(iv)
The ion C5H4NO2 with charge -1, computed with ωB97M-V/def2-TZVPD.

Each line ends with the Mulliken charge.
Positions of all 12 atoms, in Å:
O (-1.238, -3.198, 1.488)  -0.721
O (-2.550, -1.836, 0.287)  -0.661
N (-2.048, 1.294, 2.296)  -0.603
C (-1.644, -2.087, 1.079)  0.523
C (-0.162, -0.322, 0.148)  -0.391
C (-0.689, -0.787, 1.617)  0.143
C (-1.506, 0.273, 2.156)  0.270
C (-0.004, 0.737, -0.668)  -0.668
H (0.407, 0.713, -1.680)  0.277
H (-0.342, 1.731, -0.155)  0.186
H (0.095, -1.088, 2.193)  0.374
H (0.132, -1.253, -0.249)  0.272

Computed properties:
SMILES: C=C[C@@H](C#N)C(=O)[O-]
LUMO energy (eV): 4.01
HOMO (Eh): -0.1740
Net charge: -1
2S+1: 1

=====

Stability ranking, top and bottom: (iv) is the most stable and (i) is the least stable.

=====

(i)
A cluster of 2 separate species, O2 in total, computed with ωB97M-V/def2-TZVPD.

Each line ends with the Mulliken charge.
Positions of all 2 atoms, in Å:
O (0.000, 0.000, -0.908)  0.500
O (0.000, 0.000, 0.908)  0.500

Computed properties:
LUMO energy (alpha / beta) (eV): -16.61 / -16.06
HOMO (alpha / beta) (Eh): -0.9089 / -0.8566
Net charge: +1
2S+1: 2

=====

(ii)
A cluster of 2 separate species, O2 in total, computed with ωB97M-V/def2-TZVPD.

Each line ends with the Mulliken charge.
Positions of all 2 atoms, in Å:
O (0.000, 0.000, 0.956)  0.500
O (0.000, 0.000, -0.956)  0.500

Computed properties:
LUMO energy (alpha / beta) (eV): -16.72 / -16.18
HOMO (alpha / beta) (Eh): -0.8944 / -0.8422
Net charge: +1
2S+1: 2

=====

Stability ranking, top and bottom: (i) is the most stable and (ii) is the least stable.

=====

(i)
A cluster of 2 separate species, C2H2O3S in total, computed with ωB97M-V/def2-TZVPD.

Each line ends with the Mulliken charge.
Positions of all 8 atoms, in Å:
S (2.318, -0.139, -0.057)  0.756
O (0.415, 1.167, -0.545)  -0.445
O (2.159, 0.026, 1.364)  -0.413
O (1.786, -1.359, -0.604)  -0.415
C (-0.599, 0.637, -0.308)  0.943
C (-1.711, 0.062, -0.032)  -0.929
H (-1.987, -0.131, 0.986)  0.252
H (-2.380, -0.263, -0.804)  0.251

Computed properties:
LUMO energy (eV): -0.36
HOMO (Eh): -0.3719
2S+1: 1

=====

(ii)
A cluster of 2 separate species, C2H2O3S in total, computed with ωB97M-V/def2-TZVPD.

Each line ends with the Mulliken charge.
Positions of all 8 atoms, in Å:
S (2.178, -1.325, 0.363)  -0.137
O (0.725, 1.022, -0.429)  -0.635
O (3.636, 2.345, -0.194)  -0.244
O (3.150, 0.112, 0.032)  -0.248
C (0.166, -0.134, -0.395)  -0.202
C (3.205, 1.296, -0.074)  0.837
H (0.190, -0.752, -1.315)  0.296
H (-0.433, -0.647, 0.313)  0.332

Computed properties:
LUMO energy (eV): -0.37
HOMO (Eh): -0.3346
2S+1: 1

=====

(iii)
The molecule C2H2O3S, computed with ωB97M-V/def2-TZVPD.

Each line ends with the Mulliken charge.
Positions of all 8 atoms, in Å:
S (-1.756, -0.390, -0.059)  -0.175
O (-0.150, 1.664, 0.066)  -0.505
O (0.998, -1.571, 0.083)  -0.485
O (2.125, 0.356, -0.087)  -0.468
C (1.043, -0.389, 0.030)  0.396
C (-0.215, 0.497, 0.012)  0.686
H (-2.433, 0.702, 0.310)  0.162
H (1.766, 1.299, -0.109)  0.390

Computed properties:
SMILES: O=C(O)C(=O)S
LUMO energy (eV): -0.41
HOMO (Eh): -0.3862
2S+1: 1

=====

Stability ranking, top and bottom: (iii) is the most stable and (ii) is the least stable.